Below is a molecular structure, C34H32NO3 at a distorted geometry, with properties calculated with ωB97M-V/def2-TZVPD.

Element x y z (Å)
C1 2.4246 1.3505 -2.6755
C2 2.4151 -0.0977 -2.2638
C3 1.9395 -0.9686 -3.3968
C4 3.7932 -0.5330 -1.7961
O1 1.5446 -0.2649 -1.0920
C5 0.2354 0.0573 -1.1770
C6 -0.4488 -0.2175 0.0789
N1 -1.7136 -0.2346 0.0396
C7 -2.6671 -0.9250 -0.5749
C8 -3.7958 -0.1668 -1.0844
C9 -5.0316 -0.7880 -1.3723
C10 -6.0715 -0.0547 -1.9341
C11 -5.8981 1.3084 -2.2153
C12 -4.6807 1.9374 -1.9078
C13 -3.6435 1.2119 -1.3231
C14 -2.4784 -2.3538 -0.8453
C15 -3.0080 -2.9524 -2.0105
C16 -2.7178 -4.2748 -2.3198
C17 -1.8732 -5.0207 -1.4948
C18 -1.3211 -4.4302 -0.3493
C19 -1.6218 -3.1095 -0.0184
O2 -0.3160 0.4552 -2.1967
H1 2.8428 1.9805 -1.8819
H2 3.0340 1.4665 -3.5762
H3 1.4020 1.6595 -2.8992
H4 1.9456 -2.0250 -3.1090
H5 0.9291 -0.6693 -3.6758
H6 2.5956 -0.8357 -4.2619
H7 3.8095 -1.5952 -1.5182
H8 4.5197 -0.3945 -2.6076
H9 4.1362 0.0619 -0.9381
H10 0.1961 -0.5300 1.0083
H11 -5.1678 -1.8454 -1.1450
H12 -7.0202 -0.5419 -2.1618
H13 -6.7055 1.8873 -2.6719
H14 -4.5220 2.9949 -2.1218
H15 -2.6903 1.6798 -1.0811
H16 -3.6224 -2.3519 -2.6759
H17 -3.1444 -4.7135 -3.2159
H18 -1.6316 -6.0531 -1.7487
H19 -0.6472 -4.9961 0.2956
H20 -1.2064 -2.6597 0.8870
C20 0.6821 5.2053 4.4694
C21 0.3247 3.8613 4.6479
C22 0.1816 3.0242 3.5359
C23 0.4252 3.5150 2.2455
C24 0.4367 2.6189 1.0157
C25 1.3195 1.4599 1.0368
C26 0.9913 0.2507 1.7003
C27 2.1203 -0.7345 1.9509
C28 3.0730 -0.5421 2.9548
C29 3.9888 -1.5706 3.2540
C30 3.9051 -2.8065 2.5983
C31 2.9705 -2.9881 1.5730
C32 2.1262 -1.9301 1.2315
O3 -0.2468 2.9170 0.0152
C33 0.6599 4.8840 2.0689
C34 0.8351 5.7177 3.1770
H21 0.8625 5.8382 5.3391
H22 0.1753 3.4564 5.6509
H23 -0.1120 1.9850 3.6604
H24 2.1930 1.5211 0.3847
H25 0.4028 0.4651 2.6008
H26 3.0962 0.4003 3.5093
H27 4.7604 -1.4242 4.0165
H28 4.5563 -3.6353 2.8777
H29 2.8697 -3.9329 1.0360
H30 1.4418 -2.0452 0.3947
H31 0.7380 5.2812 1.0534
H32 1.1044 6.7608 3.0301

Forces on atoms 1 to 3 (eV/Å):
-0.1 0.6 -0.1
-0.2 -0.2 0.7
-0.3 -0.3 -0.4

Values from the calculation:
total charge = -1
energy = -43405.4198 eV
2S+1 = 1
molar mass = 502.63 g/mol

Partial charges, Löwdin, in e: atom 1 (C): -0.027, atom 2 (C): -0.585, atom 3 (C): -0.028, atom 4 (C): -0.029, atom 5 (O): -0.040, atom 6 (C): -0.470, atom 7 (C): -0.138, atom 8 (N): 0.168, atom 9 (C): -0.211, atom 10 (C): -0.172, atom 11 (C): -0.068, atom 12 (C): -0.114, atom 13 (C): -0.127, atom 14 (C): -0.096, atom 15 (C): -0.018, atom 16 (C): -0.160, atom 17 (C): -0.051, atom 18 (C): -0.110, atom 19 (C): -0.131, atom 20 (C): -0.108, atom 21 (C): -0.042, atom 22 (O): 0.065, atom 23 (H): 0.087, atom 24 (H): 0.087, atom 25 (H): 0.086, atom 26 (H): 0.093, atom 27 (H): 0.082, atom 28 (H): 0.086, atom 29 (H): 0.084, atom 30 (H): 0.086, atom 31 (H): 0.088, atom 32 (H): 0.053, atom 33 (H): 0.106, atom 34 (H): 0.090, atom 35 (H): 0.084, atom 36 (H): 0.094, atom 37 (H): 0.104, atom 38 (H): 0.105, atom 39 (H): 0.091, atom 40 (H): 0.084, atom 41 (H): 0.092, atom 42 (H): 0.105, atom 43 (C): -0.108, atom 44 (C): -0.088, atom 45 (C): -0.030, atom 46 (C): -0.137, atom 47 (C): -0.330, atom 48 (C): -0.042, atom 49 (C): -0.174, atom 50 (C): -0.192, atom 51 (C): -0.036, atom 52 (C): -0.100, atom 53 (C): -0.115, atom 54 (C): -0.082, atom 55 (C): -0.043, atom 56 (O): 0.076, atom 57 (C): -0.031, atom 58 (C): -0.094, atom 59 (H): 0.093, atom 60 (H): 0.098, atom 61 (H): 0.099, atom 62 (H): 0.115, atom 63 (H): 0.124, atom 64 (H): 0.111, atom 65 (H): 0.092, atom 66 (H): 0.090, atom 67 (H): 0.100, atom 68 (H): 0.101, atom 69 (H): 0.117, atom 70 (H): 0.095